C54H53ClN8O3P2PdSSe2 | ωB97M-V/def2-TZVPD

The HOMO-LUMO gap comes out at 0.2067 Ha. For the electronic energy, the calculation gives -251032.176 eV. As for the max |F|: 0.031 Eh/bohr. Its net charge is -2. For the energy above the lowest of the compared OMol25 structures with the same formula, charge and spin, the calculation gives 1.286 eV. The multiplicity is 1.

Geometry as XYZ:
```
125
Properties=species:S:1:pos:R:3:forces:R:3:lowdin_charge:R:1
Pd -0.8952 0.9566 0.1610 -0.479 -0.119 -0.582 0.1672
C 1.1334 8.0931 4.0261 0.067 -0.084 -0.055 -0.0655
C 1.2379 7.3054 2.7501 -0.014 0.091 0.004 -0.2881
C 1.5887 7.9275 1.5581 0.018 -0.091 0.057 -0.0514
C 1.6924 7.1934 0.3882 0.090 0.115 -0.203 -0.0637
C 1.4582 5.8356 0.3992 -0.037 -0.232 -0.536 -0.2628
C 1.1187 5.1981 1.5782 0.086 -0.069 0.102 -0.0439
C 1.0055 5.9338 2.7448 0.059 -0.038 -0.077 -0.0321
S 1.5120 4.8976 -1.1606 0.178 -0.234 0.219 0.5949
O 2.8097 4.2366 -1.1798 -0.201 -0.026 0.025 -0.3444
O 1.3505 5.8772 -2.2246 -0.219 -0.024 0.226 -0.3503
N 0.3899 3.7924 -0.9966 1.445 0.486 -0.522 -0.1279
C -0.7995 4.1772 -0.4985 -1.130 0.474 0.400 -0.4372
C -1.3089 5.4892 -0.6321 -0.110 -0.116 -0.167 -0.0457
C -2.4743 5.8307 0.0049 -0.160 -0.045 0.160 -0.0933
C -3.1371 4.8770 0.7717 -0.056 0.140 -0.021 -0.0943
C -2.6049 3.6016 0.8162 -0.309 0.192 0.221 -0.1657
N -1.4804 3.2520 0.2084 0.394 0.114 -0.182 0.0622
H 0.9536 9.1478 3.8275 -0.019 0.073 -0.002 0.0671
H 2.0625 8.0103 4.5919 0.023 0.038 0.112 0.0756
H 0.3257 7.7128 4.6470 -0.063 0.003 0.105 0.0716
H 1.7700 8.9948 1.5384 -0.006 0.080 0.030 0.1017
H 1.9351 7.6602 -0.5547 -0.011 0.117 -0.079 0.1069
H 0.9157 4.1378 1.5712 -0.060 -0.163 0.051 0.1006
H 0.7179 5.4300 3.6580 -0.030 -0.009 0.097 0.1110
H -0.7695 6.1906 -1.2501 -0.078 0.070 -0.043 0.0894
H -2.8777 6.8327 -0.0925 0.032 0.030 0.007 0.0945
H -4.0495 5.1124 1.3009 -0.050 -0.062 -0.003 0.0855
H -3.1136 2.8217 1.3709 0.026 0.000 -0.102 0.0685
Se -7.9429 -1.8070 -0.8936 -0.305 0.020 -0.067 0.2080
P -5.8986 -2.2706 -0.6481 -0.325 -0.516 -0.073 0.5227
C -5.4016 -3.1117 -2.1861 -0.011 0.273 0.196 -0.3596
C -4.9795 -2.2746 -3.2127 0.051 0.036 0.078 -0.0901
C -4.7851 -2.7783 -4.4831 -0.074 -0.048 -0.144 -0.0857
C -5.0168 -4.1199 -4.7343 -0.079 -0.008 -0.132 -0.1076
C -5.4365 -4.9549 -3.7123 -0.162 -0.106 -0.053 -0.1055
C -5.6408 -4.4551 -2.4393 -0.013 0.122 0.038 -0.0991
C -5.7385 -3.3951 0.7922 0.123 0.273 -0.182 -0.3296
C -6.6382 -4.4386 0.9844 0.014 -0.039 -0.097 -0.1238
C -6.5547 -5.2238 2.1207 -0.024 -0.130 -0.040 -0.0966
C -5.5717 -4.9792 3.0662 -0.034 -0.018 0.121 -0.1001
C -4.7032 -3.9149 2.9005 0.040 -0.072 0.159 -0.0742
C -4.8017 -3.1113 1.7796 -0.031 0.051 -0.051 -0.0898
C -4.8267 -0.8964 -0.3415 0.202 0.028 0.004 -0.4693
C -3.4699 -0.5072 -0.3066 -0.226 -0.042 -0.054 -0.4026
N -3.4715 0.7241 0.2355 0.594 -0.194 -0.176 -0.0725
N -4.6974 1.0652 0.5238 -0.288 0.713 0.413 -0.0740
N -5.5291 0.1233 0.1940 -0.623 -0.157 -0.028 -0.0486
P -1.7969 -1.1229 -0.6196 0.132 0.219 0.523 0.5269
Se -0.4393 -0.1396 -1.9903 0.195 -0.053 -0.594 0.3836
C -2.1281 -2.7659 -1.4157 0.066 0.014 0.198 -0.3394
C -2.6667 -3.8005 -0.6619 0.044 0.030 -0.055 -0.1267
C -2.8072 -5.0643 -1.2004 0.036 -0.250 0.140 -0.0924
C -2.4450 -5.3066 -2.5139 0.148 -0.085 0.033 -0.1059
C -1.9472 -4.2716 -3.2881 0.017 -0.190 0.025 -0.0918
C -1.7815 -3.0155 -2.7362 0.110 0.226 0.024 -0.1304
C -1.2502 -1.6674 1.0701 -0.140 -0.127 -0.304 -0.3113
C -0.6846 -2.9107 1.3402 -0.078 0.247 -0.065 -0.1075
C -0.4513 -3.2925 2.6505 -0.019 -0.157 0.156 -0.1201
C -0.7172 -2.4257 3.6972 0.075 0.005 0.048 -0.1099
C -1.1577 -1.1370 3.4244 -0.014 0.016 0.086 -0.0886
C -1.4293 -0.7560 2.1236 -0.278 0.167 -0.091 -0.1253
H -4.8075 -1.2257 -3.0063 0.034 0.030 -0.011 0.1145
H -4.4545 -2.1224 -5.2751 0.048 0.053 -0.070 0.1042
H -4.8692 -4.5161 -5.7294 0.033 -0.048 -0.076 0.0943
H -5.6078 -6.0051 -3.9068 -0.012 -0.075 -0.026 0.0981
H -5.9799 -5.1076 -1.6452 0.012 -0.018 0.025 0.0998
H -7.4269 -4.6034 0.2620 -0.021 0.037 -0.033 0.0762
H -7.2662 -6.0235 2.2773 -0.030 -0.064 -0.028 0.0943
H -5.5049 -5.5989 3.9497 0.010 -0.056 0.066 0.0932
H -3.9521 -3.7044 3.6478 0.076 0.068 0.060 0.1000
H -4.1620 -2.2451 1.6816 0.115 0.036 -0.043 0.0967
H -2.9586 -3.6267 0.3612 0.061 -0.057 0.018 0.0785
H -3.1934 -5.8610 -0.5779 -0.087 -0.083 -0.007 0.1063
H -2.5407 -6.2991 -2.9347 -0.065 -0.053 -0.014 0.0985
H -1.6746 -4.4568 -4.3192 -0.001 0.050 -0.054 0.1014
H -1.3612 -2.2079 -3.3230 0.008 -0.004 0.008 0.0317
H -0.4477 -3.5848 0.5281 -0.014 -0.038 0.037 0.1133
H -0.0622 -4.2807 2.8493 0.077 -0.119 0.052 0.0960
H -0.5681 -2.7417 4.7220 0.065 -0.026 0.031 0.0921
H -1.3106 -0.4315 4.2305 -0.027 0.036 0.032 0.0990
H -1.8048 0.2615 1.9137 -0.092 -0.573 0.296 0.0737
C 7.5237 0.0409 -1.2904 -0.253 0.095 0.036 -0.0542
C 6.5419 1.2008 -1.0707 0.024 -0.040 0.102 -0.5185
C 6.5203 2.0769 -2.3240 -0.048 -0.189 0.171 -0.0406
C 7.0875 2.0216 0.1075 -0.157 -0.115 -0.123 -0.0482
C 5.1121 0.6402 -0.7078 -0.007 0.010 -0.447 -0.4200
O 5.2621 -0.1475 0.4572 0.048 -0.033 -0.025 -0.0174
C 4.5641 -0.2549 -1.8432 0.013 0.055 0.386 -0.1017
C 3.1775 -0.8637 -1.5917 0.260 0.119 -0.135 -0.1440
C 3.1857 -1.9994 -0.6140 -0.188 -0.113 0.021 -0.2064
C 2.5360 -1.9091 0.6079 0.044 -0.014 -0.061 -0.0125
C 2.5409 -2.9623 1.5050 0.123 -0.065 0.024 -0.1037
C 3.1511 -4.1478 1.1425 0.023 0.184 -0.109 -0.6739
Cl 3.1110 -5.5050 2.2297 -0.005 -0.232 0.223 0.6190
C 3.7762 -4.2846 -0.0850 0.039 -0.090 0.046 -0.1159
C 3.8042 -3.2017 -0.9435 -0.083 0.063 0.055 -0.0353
C 4.1335 1.8324 -0.5020 0.734 0.139 -0.213 -0.0659
N 3.0941 1.5754 0.4467 -0.823 -0.096 0.311 -0.0854
C 1.7641 1.6512 0.3172 0.352 0.267 0.142 -0.2070
N 1.1946 1.3844 1.4863 -0.221 0.197 0.135 0.0581
C 2.2265 1.1502 2.3087 0.213 0.098 -0.400 -0.2126
N 3.3997 1.2660 1.7221 0.502 -0.093 0.557 0.0808
H 8.5338 0.4361 -1.3909 0.114 0.036 -0.009 0.0755
H 7.2960 -0.5152 -2.1958 -0.014 -0.104 -0.108 0.0718
H 7.4927 -0.6367 -0.4409 0.030 -0.106 0.057 0.0861
H 7.5204 2.4691 -2.5043 0.090 0.115 -0.027 0.0817
H 5.8320 2.9100 -2.2150 -0.073 0.194 -0.042 0.0861
H 6.2301 1.5002 -3.1978 -0.035 -0.023 -0.160 0.0754
H 8.1396 2.2515 -0.0556 0.105 0.035 -0.052 0.0768
H 6.9958 1.4502 1.0273 0.014 -0.009 0.119 0.0858
H 6.5584 2.9628 0.2241 -0.002 0.143 0.076 0.0749
H 4.6863 0.2213 1.1569 0.179 -0.145 0.071 0.0524
H 5.2676 -1.0715 -1.9997 0.088 -0.034 -0.141 0.1029
H 4.4981 0.3381 -2.7545 0.116 0.015 -0.101 0.1140
H 2.8130 -1.2482 -2.5480 -0.089 0.058 0.014 0.1164
H 2.4698 -0.0991 -1.2783 -0.077 -0.164 -0.102 0.0522
H 1.9930 -1.0146 0.8676 -0.061 0.178 -0.018 0.0956
H 2.0521 -2.8554 2.4609 0.005 -0.077 0.025 0.0929
H 4.2220 -5.2286 -0.3691 0.028 -0.007 0.050 0.0954
H 4.2981 -3.3037 -1.8991 0.049 -0.004 -0.147 0.1119
H 3.6607 2.1185 -1.4403 0.023 -0.033 0.128 0.1272
H 4.6693 2.7092 -0.1382 -0.114 -0.042 -0.127 0.1143
H 1.2279 2.0079 -0.5586 0.377 -0.164 0.053 0.0560
H 2.1327 0.8881 3.3445 -0.041 -0.059 0.198 0.1045
```
Positions in Å, forces in eV/Å.